Below is C18H35InN2S as an isolated structure in a non-equilibrium geometry, with properties calculated with ωB97M-V/def2-TZVPD.

```
57
Properties=species:S:1:pos:R:3:forces:R:3:nbo_charge:R:1
In -0.602 -0.243 0.919 1.3 0.8 1.0 0.778
S -2.098 1.264 -0.510 -0.5 0.6 0.0 -0.395
N -2.800 3.640 0.586 0.1 -1.0 -0.5 -0.619
N -3.563 1.730 1.679 0.5 0.1 -0.3 -0.520
C 1.153 3.101 -0.771 -0.2 0.2 0.1 -0.684
C -2.848 2.264 0.702 -0.4 0.6 -0.1 0.396
C -4.266 2.477 2.742 0.2 -0.1 0.3 -0.236
C -1.239 -2.939 0.765 -1.3 0.8 0.2 -0.576
C -0.261 -4.665 2.419 0.0 -0.5 -0.4 -0.608
C 2.217 0.821 -0.187 0.0 0.9 0.3 0.109
C 1.134 -1.599 -2.813 -0.2 -0.2 -0.2 -0.700
C -0.558 -3.180 2.121 0.6 0.2 0.6 -0.436
C 1.395 1.660 -0.999 0.2 0.0 0.1 0.086
C -5.757 2.192 2.717 -0.2 -0.1 -0.1 -0.626
C 1.392 -0.455 -1.910 -0.1 0.0 -0.3 0.149
C 3.038 -1.634 -0.306 0.0 0.0 0.1 -0.681
C -3.901 5.839 0.567 -0.3 0.1 0.0 -0.623
C 2.223 -0.479 -0.762 0.3 -0.8 -0.1 0.049
C 2.968 1.267 1.005 0.3 -0.1 0.4 -0.691
C 0.069 1.373 -3.182 -0.2 -0.2 -0.5 -0.698
C 0.903 0.876 -2.075 0.0 0.1 0.0 0.108
C -4.049 4.373 0.213 0.0 0.1 0.1 -0.216
H -1.168 -2.790 2.942 -0.2 0.0 -0.2 0.217
H -4.849 6.350 0.366 0.2 0.0 0.0 0.245
H -3.126 6.319 -0.036 -0.1 -0.1 0.1 0.219
H -2.038 3.935 -0.023 -0.3 -0.2 0.1 0.401
H 3.436 -1.471 0.699 -0.1 -0.1 -0.2 0.247
H 1.959 3.704 -1.225 -0.2 -0.2 0.1 0.281
H -3.600 0.714 1.693 -0.3 0.4 0.0 0.419
H -6.274 2.850 3.420 0.1 -0.1 -0.1 0.251
H 0.276 -1.405 -3.469 0.3 -0.1 0.2 0.246
H 3.850 1.863 0.715 -0.3 -0.1 0.0 0.279
H 3.337 0.415 1.592 -0.1 0.3 -0.2 0.249
H -2.129 -3.580 0.703 0.3 0.0 -0.2 0.261
H -0.795 1.950 -2.827 0.3 0.0 0.0 0.266
H 0.939 -2.526 -2.247 0.2 0.3 -0.2 0.247
H 0.203 3.418 -1.221 0.3 -0.1 0.0 0.240
H 0.407 -5.111 1.649 -0.4 0.3 0.4 0.213
H -1.187 -5.272 2.444 0.4 0.3 0.0 0.224
H -0.306 0.550 -3.797 0.1 0.2 0.1 0.247
H -3.660 5.975 1.625 0.0 0.0 -0.1 0.222
H -6.182 2.353 1.717 0.1 0.0 0.2 0.219
H -3.832 2.169 3.703 -0.1 0.1 -0.2 0.227
H -1.760 -1.855 0.602 0.7 -2.7 0.2 0.093
H -4.208 4.257 -0.871 0.0 -0.1 0.3 0.209
H 2.356 1.897 1.666 0.2 -0.1 -0.2 0.253
H 0.242 -4.794 3.394 -0.3 0.2 -0.5 0.239
H -0.579 -3.134 -0.083 -0.1 0.1 0.0 0.219
H 0.403 -2.637 2.231 -0.4 -0.1 -0.3 0.203
H 2.011 -1.785 -3.460 -0.3 0.0 0.2 0.279
H 2.457 -2.564 -0.307 0.1 0.1 -0.1 0.249
H 3.896 -1.783 -0.980 -0.2 0.0 0.1 0.277
H -5.957 1.155 3.009 0.0 0.2 -0.1 0.225
H -4.896 3.918 0.738 0.2 0.1 -0.2 0.208
H 1.129 3.333 0.303 0.1 0.0 -0.3 0.248
H 0.657 2.030 -3.840 -0.1 -0.1 0.2 0.281
H -4.042 3.537 2.613 0.0 -0.2 0.0 0.231
```
Forces are in eV/Å.

**Multiplicity**: 1
**Calculated total energy**: -1404.0752 a.u.
**LUMO (alpha / beta)**: -0.321 / -0.320 hartree
**Highest occupied orbital energy (alpha / beta)**: -14.23 / -14.25 eV
**Total charge**: +2

***

Below is C39H38F6N5O6S2SbSn as an isolated structure in a non-equilibrium geometry, with properties calculated with ωB97M-V/def2-TZVPD.

```
98
Properties=species:S:1:pos:R:3:forces:R:3:mulliken_charge:R:1
Sb -1.251 1.429 -2.310 0.0 1.5 -2.3 1.111
Sn 1.464 -0.766 2.128 -0.1 -0.3 0.8 1.976
S 4.360 -1.019 3.684 -0.7 -1.2 -0.5 1.035
S 3.130 -3.626 3.123 0.1 0.2 -0.5 1.109
F 1.466 -4.494 5.105 0.7 0.7 -0.3 -0.246
F 5.481 -1.671 6.120 -1.3 1.0 -1.1 -0.184
F 5.384 0.455 5.569 -0.9 -1.5 -0.1 -0.192
F 3.383 -5.456 5.068 -0.1 1.3 -0.4 -0.184
F 3.247 -3.410 5.874 -0.8 -0.9 -1.6 -0.180
F 3.557 -0.556 6.278 1.6 -0.6 -1.3 -0.169
O 3.413 -4.834 2.381 0.2 2.1 1.1 -0.548
O 0.063 -1.897 4.297 1.0 -0.3 -0.4 -0.628
O 3.006 -0.358 3.605 0.0 -0.5 -0.1 -0.713
O -1.878 -1.027 0.178 -1.1 0.3 -0.4 -0.379
O 1.892 -2.918 2.574 1.3 -0.4 0.9 -0.645
O 5.353 -0.400 2.886 0.3 0.1 0.8 -0.559
N 4.328 -2.575 3.361 -1.0 -0.6 0.0 -0.552
N -4.183 -1.317 -0.075 1.0 0.1 0.2 0.246
N -0.074 0.705 4.118 0.1 0.6 0.1 0.135
N -2.629 -3.142 0.021 -0.6 0.4 -0.4 0.193
N 7.642 -0.176 -2.385 -3.7 -0.7 1.6 -0.438
C 0.045 0.829 -3.874 0.1 0.1 -1.2 0.265
C -1.324 -3.575 -0.525 -1.8 0.6 0.8 -1.309
C -0.618 1.896 3.888 0.6 0.3 -1.1 -0.154
C 1.908 0.232 -5.933 -1.5 -0.8 1.7 -0.713
C -1.366 0.583 6.130 -0.3 2.0 -0.1 -0.802
C -3.048 1.604 -4.963 -0.2 -0.6 -0.7 -0.334
C 4.019 0.436 0.580 -0.9 1.4 1.2 -0.453
C 1.248 1.451 -5.952 -1.9 -0.1 1.5 -0.649
C -2.884 -1.778 0.040 0.6 0.1 0.1 0.301
C 0.139 5.646 -2.860 0.5 0.5 -0.3 -0.622
C 0.611 -0.426 -3.929 0.7 -1.4 -1.1 -0.487
C -4.997 -3.625 0.331 -1.1 0.2 0.8 -0.665
C 1.991 4.351 -2.006 -0.4 0.1 -0.1 -0.680
C 6.574 -0.347 -1.903 4.5 0.7 -2.6 -0.240
C -3.728 2.971 -3.111 -0.8 0.5 0.7 -0.528
C -1.531 2.529 4.708 -0.9 0.2 0.4 -0.802
C 5.322 -0.433 -1.270 -1.2 0.6 1.9 0.589
C -3.699 -4.125 -0.228 0.5 -0.3 0.8 -0.608
C 1.485 5.588 -2.468 -0.9 -1.9 -0.3 -0.583
C -4.922 3.071 -5.258 0.3 -1.0 0.4 -0.421
C -4.480 0.119 0.177 -1.1 -1.8 0.6 -1.071
C 5.110 0.506 -0.211 2.2 -0.6 -1.6 -0.611
C 0.302 1.767 -4.915 2.3 -1.8 0.0 -0.373
C 3.087 -0.533 0.433 0.1 -2.0 -1.6 -0.087
C 4.706 -0.726 5.548 0.9 1.0 1.6 0.529
C -4.127 2.019 -5.763 0.4 1.6 1.2 -0.711
C -5.337 -2.238 -0.196 1.2 0.5 -0.3 -0.621
C -0.638 4.492 -2.792 -0.7 0.4 0.0 0.092
C 1.200 3.193 -1.967 0.6 0.0 1.0 -0.389
C -2.886 2.035 -3.644 0.4 -0.6 0.5 0.488
C -0.126 3.289 -2.341 -0.3 -0.3 0.6 0.134
C 1.567 -0.745 -4.940 -0.3 2.9 0.2 -0.611
C 3.274 -1.477 -0.600 -0.9 0.0 0.0 -0.332
C -0.410 0.103 5.279 0.0 0.0 -0.8 0.101
C -1.967 1.862 5.847 0.3 -1.0 1.3 -0.299
C 0.350 -1.157 5.501 -1.6 -0.3 -0.4 -0.227
C -4.693 3.509 -3.973 -0.4 1.6 1.4 -0.460
C 2.789 -4.274 4.914 -0.1 -0.7 1.2 0.556
C 4.366 -1.423 -1.496 -0.4 0.0 0.6 -0.776
H -3.443 -5.041 0.333 0.1 0.3 -0.4 0.342
H 2.994 4.281 -1.630 0.4 0.1 -0.1 0.452
H -3.745 -4.397 -1.273 -0.1 0.1 -0.5 0.353
H 1.578 2.223 -1.567 0.0 1.0 -0.4 0.287
H 0.302 -2.838 4.367 0.0 0.5 0.2 0.195
H 2.214 -1.570 -4.809 0.1 -1.2 -0.2 0.460
H -5.258 4.384 -3.601 0.1 -0.7 -0.2 0.349
H 2.507 -2.236 -0.731 0.2 -0.1 -0.2 0.569
H -5.227 0.498 -0.506 -0.1 -0.2 -0.5 0.385
H -0.258 6.612 -3.252 0.2 -1.1 0.3 0.380
H 4.486 -2.156 -2.309 -0.1 0.4 0.6 0.533
H 3.873 1.155 1.351 0.3 0.6 0.5 0.763
H -2.304 0.954 -5.393 0.0 -0.4 -0.1 0.442
H -4.910 0.272 1.185 0.4 -0.1 -0.3 0.343
H 1.350 2.188 -6.735 0.4 0.0 0.0 0.444
H -3.637 3.267 -2.032 -0.3 0.0 -1.3 0.404
H -1.659 4.487 -3.130 -0.3 0.4 0.0 0.460
H 2.632 0.022 -6.672 0.8 -0.3 -0.6 0.482
H 0.263 -1.233 -3.264 0.5 0.5 0.0 0.430
H -5.658 -2.279 -1.264 0.0 0.0 0.8 0.258
H 5.944 1.186 0.013 -0.7 -0.1 -0.1 0.498
H -1.901 3.514 4.393 0.1 -0.5 0.4 0.393
H 2.116 6.421 -2.665 0.5 0.6 0.4 0.439
H -1.504 0.053 7.057 -0.5 0.0 0.1 0.441
H -4.881 -3.655 1.452 -0.4 0.4 -1.0 0.282
H -0.550 -2.900 -0.266 0.6 0.6 0.2 0.342
H 0.044 2.784 -4.844 -0.9 1.0 0.0 0.503
H -4.291 1.730 -6.782 0.3 -0.5 -0.2 0.431
H -5.895 -4.222 0.063 0.9 -0.2 0.2 0.349
H -1.138 -4.525 -0.116 0.5 -1.3 0.5 0.393
H -3.588 0.646 0.054 1.3 0.9 0.0 0.254
H -0.281 2.453 2.995 -0.2 -0.6 0.4 0.439
H -2.677 2.288 6.617 0.8 -0.4 -1.3 0.373
H -0.024 -1.737 6.323 -0.2 -0.1 0.6 0.701
H -6.072 -1.757 0.420 -0.9 -0.1 0.1 0.415
H -1.455 -3.666 -1.571 0.3 -0.1 -1.4 0.403
H 1.355 -0.858 5.707 1.1 -0.4 -0.4 -0.020
H -5.766 3.507 -5.776 0.2 -0.1 -0.3 0.410
```
Forces are in eV/Å.

**Multiplicity**: 1
**Calculated total energy**: -4083.4995 a.u.
**LUMO (alpha / beta)**: -0.295 / -0.324 hartree
**Highest occupied orbital energy (alpha / beta)**: -13.47 / -13.45 eV
**Total charge**: +2

***

The following relative energy (zero: lowest compared OMol25 entry of this formula, charge and spin) values (in kJ/mol) correspond, in order, to the records above: 0.0; 130.9.